(1)
A molecular structure, B2H24NiO8. Source: the Open Molecules 2025 dataset; level of theory: wB97M-V/def2-TZVPD.

The geometry in ORCA input format:
```
! RIJCOSX wB97M-V def2-TZVPD def2/J DEFGRID3
* xyz 0 3
Ni -1.33 -1.13 0.67
B 0.04 -2.89 -0.53
H 1.09 -2.74 -0.39
H -0.18 -3.72 -1.18
H -0.50 -3.08 0.39
H -0.37 -1.94 -0.84
B 0.12 0.47 0.27
H 0.76 -0.40 0.36
H -0.34 0.61 1.24
H 0.75 1.28 -0.05
H -0.65 0.34 -0.47
O 2.11 1.69 2.38
H 1.70 1.23 1.65
H 1.38 2.01 2.91
O 1.20 2.30 -2.39
H 1.96 2.18 -1.82
H 0.71 1.48 -2.30
O 3.26 0.46 -1.22
H 2.46 0.07 -1.57
H 3.20 0.32 -0.28
O -2.52 -0.83 -1.15
H -2.72 0.08 -1.38
H -3.20 -1.34 -1.60
O -2.78 0.11 1.64
H -3.70 0.02 1.89
H -2.47 0.86 2.14
O 1.07 -0.79 -2.59
H 0.73 -1.29 -3.33
H 0.67 -1.20 -1.82
O -0.15 3.59 0.18
H 0.11 3.30 -0.70
H -0.46 2.79 0.61
O -0.75 -1.23 2.73
H -0.91 -2.00 3.27
H -0.30 -0.61 3.31
*
```

The energy relative to the best compared isomer or geometry (same formula, charge and spin) is 52.3 kcal/mol.

Atom charges from the Löwdin analysis, given in e for atoms 1 to 4: 0.742 -0.345 -0.014 -0.026

(2)
A molecular structure, B2H26NiO9. Source: the Open Molecules 2025 dataset; level of theory: wB97M-V/def2-TZVPD.

The geometry in ORCA input format:
```
! RIJCOSX wB97M-V def2-TZVPD def2/J DEFGRID3
* xyz 0 3
Ni -0.90 1.19 -1.05
B -2.84 2.17 -0.24
H -1.95 2.26 0.36
H -3.04 1.14 -0.50
H -3.74 2.62 0.17
H -2.62 2.68 -1.16
B -0.37 -0.35 0.36
H -0.26 -0.92 1.27
H 0.23 0.55 0.35
H 0.00 -0.89 -0.49
H -1.40 -0.07 0.24
O -2.00 0.04 2.87
H -2.45 0.19 2.04
H -1.07 0.15 2.66
O 0.29 2.83 0.02
H 1.19 2.82 0.34
H 0.08 3.76 -0.09
O 3.63 0.61 -1.24
H 2.91 0.15 -0.81
H 4.39 0.04 -1.11
O 1.85 0.47 2.39
H 1.20 0.16 1.77
H 1.84 -0.18 3.10
O -1.98 -0.18 -2.14
H -2.90 -0.12 -2.40
H -1.79 -1.11 -2.16
O -1.47 -3.02 1.19
H -1.10 -2.19 1.47
H -2.41 -2.95 1.38
O 0.87 0.69 -2.15
H 1.18 1.08 -2.96
H 1.42 -0.08 -2.03
O 2.15 -1.88 -1.60
H 1.49 -2.17 -2.23
H 2.08 -2.50 -0.87
O 2.39 -2.69 0.97
H 1.85 -2.05 1.43
H 3.24 -2.26 0.88
*
```

The energy relative to the best compared isomer or geometry (same formula, charge and spin) is 61.7 kcal/mol.

Atom charges from the Löwdin analysis, given in e for atoms 1 to 4: 0.688 -0.355 -0.048 -0.057

(3)
A molecular structure, B2H8Tl. Source: the Open Molecules 2025 dataset; level of theory: wB97M-V/def2-TZVPD.

The geometry in ORCA input format:
```
! RIJCOSX wB97M-V def2-TZVPD def2/J DEFGRID3
* xyz 1 1
Tl 2.37 -0.28 -0.87
B 0.25 3.29 0.22
H -0.13 4.24 0.56
H -0.07 3.07 -0.79
H 1.33 3.24 0.19
H -0.12 2.50 0.85
B -0.72 -3.20 -0.06
H -1.42 -3.85 0.44
H -1.04 -2.21 0.22
H 0.22 -3.52 0.36
H -0.67 -3.28 -1.13
*
```

The energy relative to the best compared isomer or geometry (same formula, charge and spin) is 130.4 kcal/mol.

Atom charges from the Löwdin analysis, given in e for atoms 1 to 4: 0.995 -0.129 0.015 0.031

(4)
A molecular structure, B3CaF12N3O9. Source: the Open Molecules 2025 dataset; level of theory: wB97M-V/def2-TZVPD.

The geometry in ORCA input format:
```
! RIJCOSX wB97M-V def2-TZVPD def2/J DEFGRID3
* xyz -4 1
Ca 0.27 0.49 0.15
N 2.26 1.39 -2.83
O 2.61 2.59 -2.83
O 1.82 0.87 -1.78
O 2.40 0.68 -3.85
N 1.10 -3.08 -0.61
O 0.20 -3.64 -1.26
O 1.03 -1.86 -0.30
O 2.12 -3.74 -0.26
N -2.04 -0.54 -2.26
O -1.02 0.01 -1.77
O -2.82 0.16 -2.99
O -2.31 -1.73 -2.05
B -2.27 -1.68 1.64
F -1.32 -0.80 1.06
F -2.26 -2.93 1.04
F -1.97 -1.79 3.04
F -3.58 -1.13 1.54
B 2.01 0.47 2.39
F 2.48 0.90 3.65
F 0.64 0.18 2.62
F 2.02 1.38 1.31
F 2.66 -0.67 1.93
B -0.80 2.91 0.50
F 0.27 2.80 -0.42
F -1.82 2.14 -0.06
F -0.49 2.39 1.77
F -1.18 4.26 0.61
*
```

The calculation puts the calculated total energy at -2792.3701 hartree.

Atom charges from the Löwdin analysis, given in e for atoms 1 to 4: 1.585 -0.605 -0.094 -0.116

(5)
A molecular structure, B3ClH12Ni. Source: the Open Molecules 2025 dataset; level of theory: wB97M-V/def2-TZVPD.

The geometry in ORCA input format:
```
! RIJCOSX wB97M-V def2-TZVPD def2/J DEFGRID3
* xyz -2 3
Ni -0.56 -0.17 -0.60
B 2.61 -0.20 -1.59
H 2.55 -1.23 -1.91
H 3.59 0.23 -1.70
H 1.84 0.39 -2.05
H 2.40 -0.05 -0.54
B -0.97 2.93 0.80
H -1.48 2.05 1.16
H -0.76 2.90 -0.25
H -1.43 3.87 1.09
H 0.01 2.84 1.24
B -1.01 -2.61 1.62
H -2.02 -2.26 1.46
H -0.92 -3.42 2.32
H -0.60 -3.01 0.70
H -0.43 -1.74 1.85
Cl -2.82 -0.50 -3.59
*
```

The energy relative to the best compared isomer or geometry (same formula, charge and spin) is 130.7 kcal/mol.

Atom charges from the Löwdin analysis, given in e for atoms 1 to 4: 1.031 -0.424 -0.101 -0.093

(6)
A molecular structure, B4BaF22P. Source: the Open Molecules 2025 dataset; level of theory: wB97M-V/def2-TZVPD.

The geometry in ORCA input format:
```
! RIJCOSX wB97M-V def2-TZVPD def2/J DEFGRID3
* xyz -3 1
Ba -0.14 -0.18 0.15
B -3.04 1.39 -0.60
F -4.04 0.70 -0.01
F -2.54 0.78 -1.75
F -3.54 2.59 -1.04
F -2.00 1.63 0.36
B 0.27 -2.39 -2.18
F -0.55 -1.37 -2.07
F 0.64 -2.34 -3.45
F 1.28 -2.19 -1.37
F -0.40 -3.53 -1.80
B -1.83 -1.73 2.18
F -0.54 -2.13 2.34
F -1.89 -0.38 2.30
F -2.26 -2.03 0.88
F -2.55 -2.48 3.10
B 2.04 -0.06 2.60
F 2.09 -0.98 1.53
F 2.04 -0.68 3.84
F 3.08 0.79 2.64
F 0.94 0.75 2.44
P 1.87 1.99 -1.47
F 1.27 3.34 -2.15
F 0.64 1.15 -1.92
F 2.67 1.46 -2.81
F 2.45 0.73 -0.58
F 3.17 2.85 -1.02
F 0.89 2.35 -0.13
*
```

The energy relative to the best compared isomer or geometry (same formula, charge and spin) is 28.9 kcal/mol.

Atom charges from the Löwdin analysis, given in e for atoms 1 to 4: 2.388 -1.396 0.162 0.107

(7)
A molecular structure, B4F16Hg. Source: the Open Molecules 2025 dataset; level of theory: wB97M-V/def2-TZVPD.

The geometry in ORCA input format:
```
! RIJCOSX wB97M-V def2-TZVPD def2/J DEFGRID3
* xyz -2 1
Hg -0.06 -0.08 0.00
B -0.53 -1.47 -2.31
F -0.57 -0.08 -2.54
F -0.57 -2.18 -3.51
F 0.62 -1.81 -1.57
F -1.64 -1.77 -1.47
B -0.46 -1.81 2.21
F -0.69 -2.91 3.02
F 0.51 -2.13 1.18
F -1.65 -1.46 1.53
F 0.05 -0.71 2.88
B 2.64 1.13 -0.53
F 3.24 0.27 -1.45
F 2.16 0.34 0.58
F 3.55 2.08 -0.07
F 1.49 1.73 -1.07
B -1.64 2.19 0.62
F -1.98 1.22 -0.37
F -0.59 1.63 1.44
F -1.17 3.33 0.00
F -2.73 2.46 1.43
*
```

The energy relative to the best compared isomer or geometry (same formula, charge and spin) is 0.0 kcal/mol.

Atom charges from the Löwdin analysis, given in e for atoms 1 to 4: 1.478 -1.277 0.101 0.124

(8)
A molecular structure, B5CuH20. Source: the Open Molecules 2025 dataset; level of theory: wB97M-V/def2-TZVPD.

The geometry in ORCA input format:
```
! RIJCOSX wB97M-V def2-TZVPD def2/J DEFGRID3
* xyz -3 2
Cu -2.48 28.73 -2.77
B -4.67 28.99 -1.28
H -3.54 29.10 -0.88
H -5.41 29.81 -0.77
H -4.79 29.06 -2.47
H -5.09 27.90 -0.94
B -2.60 31.23 -2.86
H -2.18 30.50 -3.71
H -3.79 31.13 -2.96
H -2.30 30.83 -1.77
H -2.20 32.36 -3.06
B -2.56 26.23 -2.72
H -3.12 26.99 -1.98
H -3.33 25.71 -3.48
H -1.65 26.78 -3.29
H -2.04 25.40 -2.00
B -3.21 28.21 -5.27
H -3.78 28.89 -6.11
H -3.70 28.40 -4.19
H -3.25 27.05 -5.56
H -2.04 28.50 -5.15
B -0.14 28.99 -2.24
H 0.05 30.13 -1.93
H -1.02 28.54 -1.58
H -0.47 28.94 -3.38
H 0.85 28.32 -2.07
*
```

The energy relative to the best compared isomer or geometry (same formula, charge and spin) is 0.0 kcal/mol.

Atom charges from the Löwdin analysis, given in e for atoms 1 to 4: 0.300 -0.506 -0.042 -0.065

(9)
A molecular structure, B5F16H4Sn. Source: the Open Molecules 2025 dataset; level of theory: wB97M-V/def2-TZVPD.

The geometry in ORCA input format:
```
! RIJCOSX wB97M-V def2-TZVPD def2/J DEFGRID3
* xyz -3 1
Sn 12.38 10.17 -14.97
B 12.14 13.49 -16.18
H 12.10 14.52 -15.86
H 11.14 13.14 -16.38
H 12.64 13.43 -17.14
H 12.57 12.83 -15.45
B 15.65 7.72 -14.06
F 16.46 8.31 -15.00
F 15.22 6.47 -14.43
F 16.36 7.61 -12.95
F 14.63 8.59 -14.02
B 12.36 8.16 -18.67
F 12.75 6.85 -18.56
F 12.76 8.62 -19.84
F 10.98 8.20 -18.59
F 12.74 8.92 -17.58
B 8.50 11.46 -16.06
F 7.45 10.67 -15.59
F 9.62 10.69 -15.74
F 8.41 11.47 -17.40
F 8.36 12.70 -15.53
B 16.29 11.63 -15.90
F 16.25 12.42 -16.98
F 16.71 12.28 -14.77
F 15.04 11.07 -15.76
F 17.22 10.64 -16.12
*
```

The energy relative to the best compared isomer or geometry (same formula, charge and spin) is 0.0 kcal/mol.

Atom charges from the Löwdin analysis, given in e for atoms 1 to 4: 1.803 -0.401 -0.080 -0.089

(10)
A molecular structure, B5F20Fe. Source: the Open Molecules 2025 dataset; level of theory: wB97M-V/def2-TZVPD.

The geometry in ORCA input format:
```
! RIJCOSX wB97M-V def2-TZVPD def2/J DEFGRID3
* xyz -3 5
Fe -0.06 -0.09 -0.09
B -0.36 2.86 -1.00
F -0.76 3.58 -2.16
F -0.34 1.45 -1.30
F 0.91 3.28 -0.60
F -1.25 3.07 0.04
B 3.40 -0.02 -0.61
F 4.03 0.91 -1.46
F 1.99 0.19 -0.67
F 3.65 -1.35 -1.01
F 3.84 0.15 0.70
B 0.72 -0.29 2.39
F 2.01 -0.41 2.88
F 0.48 -1.37 1.52
F -0.17 -0.32 3.44
F 0.57 0.88 1.59
B -0.57 -2.27 -2.12
F -1.08 -1.05 -2.56
F 0.51 -2.70 -2.89
F -0.11 -2.00 -0.75
F -1.55 -3.26 -2.07
B -3.17 -0.25 1.35
F -3.59 -1.40 0.70
F -1.96 0.19 0.72
F -4.19 0.72 1.24
F -2.98 -0.50 2.73
*
```

The energy relative to the best compared isomer or geometry (same formula, charge and spin) is 0.0 kcal/mol.

Atom charges from the Löwdin analysis, given in e for atoms 1 to 4: 1.049 -1.203 0.073 0.065

(11)
A molecular structure, BCdH26O15P. Source: the Open Molecules 2025 dataset; level of theory: wB97M-V/def2-TZVPD.

The geometry in ORCA input format:
```
! RIJCOSX wB97M-V def2-TZVPD def2/J DEFGRID3
* xyz -2 1
Cd -0.14 0.48 2.07
P -0.58 -1.69 3.70
O -1.86 -2.46 4.03
O -0.66 -1.50 2.10
O 0.64 -2.51 4.13
O -0.42 -0.15 4.08
B -0.07 0.51 -0.28
H -0.17 0.35 -1.48
H 0.41 1.63 -0.10
H -1.18 0.41 0.15
H 0.57 -0.37 0.19
O -1.81 -0.74 -4.36
H -2.03 -0.72 -5.30
H -1.62 0.17 -4.12
O 1.74 -0.67 -2.71
H 2.26 0.13 -2.56
H 0.92 -0.48 -2.21
O 2.13 -0.03 1.96
H 2.49 -0.90 1.74
H 2.88 0.47 2.30
O -3.69 0.15 -0.46
H -3.01 0.35 -1.11
H -4.25 0.93 -0.46
O -2.05 1.63 2.35
H -2.28 2.07 3.17
H -2.73 1.86 1.71
O 1.09 -3.07 -0.09
H 1.37 -2.16 -0.19
H 0.55 -3.04 0.72
O -1.86 -2.39 -0.44
H -1.54 -2.66 -1.30
H -1.27 -1.66 -0.20
O -1.87 1.62 -2.56
H -1.23 1.24 -1.92
H -1.33 1.95 -3.28
O 0.91 2.58 2.53
H 0.79 3.25 1.85
H 1.84 2.61 2.75
O 3.56 -0.97 -0.45
H 3.85 -1.78 -0.87
H 2.83 -0.68 -1.01
O 2.54 1.93 -1.60
H 1.97 2.69 -1.74
H 2.33 1.64 -0.71
*
```

The energy relative to the best compared isomer or geometry (same formula, charge and spin) is 36.9 kcal/mol.

Atom charges from the Löwdin analysis, given in e for atoms 1 to 4: 1.318 -0.097 -0.499 -0.566

(12)
A molecular structure, BF4FeH10O5. Source: the Open Molecules 2025 dataset; level of theory: wB97M-V/def2-TZVPD.

The geometry in ORCA input format:
```
! RIJCOSX wB97M-V def2-TZVPD def2/J DEFGRID3
* xyz 0 6
Fe 0.15 -0.21 0.07
B -1.61 1.99 -0.38
F -1.67 2.57 0.89
F -2.27 2.73 -1.35
F -0.31 1.77 -0.61
F -2.31 0.81 -0.29
O 1.38 0.00 -1.67
H 1.11 0.37 -2.52
H 2.33 -0.07 -1.74
O -1.05 -1.50 -1.11
H -0.59 -1.94 -1.83
H -1.97 -1.70 -1.27
O 1.51 0.98 1.17
H 1.95 1.77 0.87
H 1.71 0.93 2.10
O -0.87 -0.57 1.85
H -1.40 -1.36 1.89
H -1.22 -0.01 2.55
O 1.44 -1.90 0.39
H 1.82 -2.15 1.23
H 1.85 -2.50 -0.24
*
```

The calculation puts the calculated total energy at -2070.3921 hartree.

Atom charges from the Löwdin analysis, given in e for atoms 1 to 4: 0.687 -1.427 0.116 0.133